Record 1
The following is a quantum chemistry calculation of C24H31N3O4 in the gas phase, from OMol25.

The geometry in XYZ format:
```
62
Properties=species:S:1:pos:R:3:lowdin_charge:R:1
C -8.26 -2.63 -0.56 -0.046
O -7.07 -2.30 0.14 -0.051
C -7.21 -1.42 1.15 -0.537
O -8.27 -0.96 1.48 0.106
C -5.89 -1.15 1.83 -0.078
C -4.76 -0.77 0.87 -0.144
C -4.90 0.65 0.29 -0.360
C -6.06 0.76 -0.69 -0.033
N -3.68 1.15 -0.34 -0.145
C -3.12 0.31 -1.38 -0.180
C -2.15 1.14 -2.22 -0.101
C -1.02 1.69 -1.34 -0.325
O -0.25 0.58 -0.91 -0.020
C 0.99 0.77 -0.39 -0.253
C 1.66 1.99 -0.29 -0.006
C 2.93 2.02 0.25 -0.006
C 3.58 0.87 0.68 -0.143
C 4.95 1.00 1.24 -0.451
O 5.35 2.04 1.73 0.057
N 5.70 -0.12 1.21 0.063
C 7.09 -0.10 1.58 -0.121
C 7.95 -0.80 0.56 -0.258
C 9.34 -0.69 0.58 -0.022
C 10.07 -1.37 -0.37 -0.067
C 9.40 -2.14 -1.31 -0.068
C 8.02 -2.19 -1.25 -0.136
N 7.31 -1.54 -0.34 0.099
C 2.90 -0.35 0.57 -0.024
C 1.63 -0.39 0.05 0.005
C -1.64 2.45 -0.15 -0.105
C -2.64 1.55 0.58 -0.180
H -9.02 -3.01 0.13 0.097
H -8.66 -1.75 -1.07 0.098
H -7.98 -3.40 -1.28 0.093
H -6.05 -0.36 2.57 0.128
H -5.62 -2.06 2.36 0.129
H -4.73 -1.50 0.06 0.115
H -3.82 -0.83 1.42 0.114
H -5.10 1.34 1.13 0.143
H -7.01 0.74 -0.15 0.075
H -6.06 -0.05 -1.41 0.075
H -6.00 1.71 -1.22 0.086
H -3.93 -0.04 -2.03 0.119
H -2.58 -0.55 -0.97 0.127
H -2.67 1.98 -2.67 0.124
H -1.72 0.52 -3.00 0.121
H -0.40 2.37 -1.94 0.145
H 1.20 2.91 -0.61 0.107
H 3.45 2.96 0.35 0.120
H 5.46 -0.89 0.60 0.108
H 7.40 0.95 1.69 0.127
H 7.23 -0.59 2.55 0.135
H 9.82 -0.08 1.33 0.114
H 11.15 -1.31 -0.38 0.106
H 9.94 -2.68 -2.07 0.099
H 7.44 -2.77 -1.96 0.106
H 3.36 -1.26 0.93 0.112
H 1.10 -1.33 -0.03 0.118
H -2.15 3.33 -0.53 0.126
H -0.86 2.76 0.54 0.111
H -3.08 2.11 1.40 0.125
H -2.09 0.69 1.00 0.125
```

Summary:
- relative energy (zero: lowest compared OMol25 entry of this formula, charge and spin) (kJ/mol) = 86.47
- molar mass (g/mol) = 425.5
- structure (SMILES) = COC(=O)CC[C@H](C)N1CCC(Oc2ccc(C(=O)NCc3ccccn3)cc2)CC1
- total charge = 0
- spin multiplicity = 1
- LUMO energy (eV) = 0.79

***

Record 2
The following is a quantum chemistry calculation of 2 unconnected molecules or ions with the total composition C24H31N7O5, from OMol25.

The geometry in XYZ format:
```
67
Properties=species:S:1:pos:R:3:lowdin_charge:R:1
C -3.20 -4.52 4.70 -0.107
C -3.10 -4.81 3.23 -0.120
C -2.70 -3.85 2.32 -0.039
C -2.63 -4.14 0.84 -0.272
O -3.49 -3.21 0.16 -0.017
C -2.71 -2.27 -0.59 -0.198
N -3.25 -0.92 -0.41 0.078
C -3.22 -0.12 0.73 -0.106
N -3.72 1.07 0.50 0.140
C -4.10 1.04 -0.84 -0.191
C -4.68 1.94 -1.71 -0.378
N -5.02 3.18 -1.30 0.149
N -4.99 1.69 -2.96 0.124
C -4.66 0.47 -3.41 -0.175
N -4.08 -0.49 -2.67 0.139
C -3.82 -0.17 -1.40 -0.268
C -1.26 -2.44 -0.13 -0.246
O -0.30 -2.19 -1.16 -0.009
C -1.23 -3.90 0.28 -0.242
O -1.00 -4.73 -0.88 -0.010
H -2.55 -5.21 5.26 0.074
H -2.90 -3.50 4.93 0.073
H -4.23 -4.66 5.04 0.076
H -3.35 -5.81 2.88 0.104
H -2.46 -2.86 2.67 0.106
H -2.94 -5.17 0.64 0.157
H -2.77 -2.53 -1.66 0.164
H -2.82 -0.44 1.68 0.130
H -5.73 3.59 -1.89 0.105
H -5.13 3.24 -0.29 0.101
H -4.88 0.24 -4.44 0.108
H -1.06 -1.80 0.73 0.156
H -0.09 -3.04 -1.60 0.101
H -0.45 -4.09 1.03 0.169
H -1.80 -4.76 -1.45 0.119
C 6.35 0.53 1.48 -0.067
N 6.30 0.16 0.06 0.036
C 5.30 0.28 -0.83 -0.443
O 5.46 -0.28 -1.91 0.043
C 3.96 1.01 -0.54 -0.173
C 3.30 1.57 -1.81 -0.099
C 1.89 2.09 -1.58 -0.221
C 0.84 1.17 -1.43 -0.030
C -0.47 1.63 -1.21 -0.063
C -0.73 3.01 -1.12 -0.078
C 0.32 3.93 -1.26 -0.076
C 1.63 3.47 -1.49 -0.040
N 3.94 2.06 0.50 0.096
C 4.72 3.15 0.51 -0.583
C 4.40 4.18 1.57 0.006
O 5.63 3.35 -0.27 0.056
H 5.39 0.37 1.96 0.080
H 6.64 1.58 1.57 0.074
H 7.11 -0.07 1.98 0.084
H 7.11 -0.29 -0.32 0.143
H 3.31 0.22 -0.17 0.152
H 3.24 0.78 -2.56 0.122
H 3.92 2.36 -2.23 0.124
H 1.03 0.11 -1.51 0.098
H -1.27 0.92 -1.11 0.074
H -1.74 3.36 -0.95 0.089
H 0.12 4.99 -1.20 0.095
H 2.44 4.18 -1.60 0.108
H 3.19 2.03 1.17 0.148
H 4.42 3.71 2.56 0.079
H 5.15 4.97 1.53 0.087
H 3.41 4.60 1.38 0.080
```

Summary:
- molar mass (g/mol) = 497.6
- structure (SMILES) = C/C=C/[C@H]1O[C@@H](n2cnc3c(N)ncnc32)[C@H](O)[C@@H]1O.CNC(=O)[C@H](Cc1ccccc1)NC(C)=O
- total charge = 0
- spin multiplicity = 1
- LUMO energy (eV) = 0.39

***

Record 3
The following is a quantum chemistry calculation of C24H31NO4 in the gas phase, from OMol25.

The geometry in XYZ format:
```
60
Properties=species:S:1:pos:R:3:lowdin_charge:R:1
C -1.85 4.82 1.66 -0.034
O -0.42 4.80 1.66 -0.021
C 0.27 3.77 1.94 -0.402
C -0.26 2.69 1.91 -0.052
C 0.49 1.43 2.30 -0.013
C 1.79 1.52 2.60 -0.105
C 2.94 0.18 2.55 -0.279
C 3.32 -0.10 1.08 -0.191
N 2.25 -0.11 0.17 0.071
C 2.06 -1.65 -0.36 -0.331
O 2.63 -2.49 0.10 0.177
C 0.70 -1.56 -1.12 -0.079
C 0.18 -2.87 -1.29 0.014
C -0.94 -2.84 -2.04 -0.064
C -1.56 -1.86 -2.69 -0.215
O -2.84 -2.15 -3.20 -0.072
C -3.25 -1.01 -4.09 -0.187
C -4.49 -1.61 -4.62 -0.431
C -5.30 -0.44 -5.65 -0.021
C -5.43 -1.86 -3.66 -0.142
C -0.89 -0.47 -2.61 0.071
C 0.28 -0.42 -1.83 -0.011
C 3.89 0.67 3.48 -0.066
C 4.75 -0.75 3.84 0.027
O 3.70 -1.69 4.44 -0.164
C 2.81 -2.15 3.54 -0.339
C 1.98 -1.10 2.93 -0.108
C 2.56 2.75 2.29 -0.021
C 1.79 3.87 2.14 0.063
H -2.36 4.40 2.41 0.042
H -2.08 5.79 1.51 0.061
H -2.34 4.17 0.85 0.126
H -1.31 2.33 1.98 0.133
H 0.06 0.48 2.20 0.082
H 3.80 0.78 0.84 0.093
H 3.84 -1.15 1.25 0.156
H 1.53 0.51 0.08 0.050
H 0.48 -3.69 -0.90 0.056
H -1.53 -3.88 -2.10 0.172
H -3.41 -0.18 -3.31 0.153
H -2.54 -0.65 -4.94 0.157
H -4.21 -2.44 -5.42 0.186
H -6.06 -0.92 -5.92 -0.057
H -4.37 -0.15 -6.40 0.112
H -5.39 0.61 -5.10 0.105
H -5.27 -2.54 -3.10 -0.049
H -6.59 -2.22 -4.15 0.166
H -6.04 -0.87 -3.18 0.167
H -1.12 0.31 -3.31 0.086
H 0.83 0.26 -1.88 -0.009
H 4.63 1.09 3.16 0.031
H 3.70 0.81 4.29 -0.002
H 5.34 -0.60 4.86 0.166
H 5.18 -1.27 3.21 0.018
H 2.28 -3.08 4.09 0.167
H 3.36 -2.71 2.59 0.149
H 1.24 -1.43 2.39 0.048
H 1.48 -0.64 3.91 0.164
H 3.63 2.67 2.52 0.109
H 2.09 4.86 2.11 0.083
```

Summary:
- relative energy (zero: lowest compared OMol25 entry of this formula, charge and spin) (kJ/mol) = 1999.70
- molar mass (g/mol) = 397.5
- structure (SMILES) = COc1ccc(C2(CNC(=O)c3ccc(OCC(C)C)cc3)CCOCC2)cc1
- total charge = 0
- spin multiplicity = 1
- LUMO energy (eV) = 0.44

***

Record 4
The following is a quantum chemistry calculation of C24H31NO7 in the gas phase, from OMol25.

The geometry in XYZ format:
```
63
Properties=species:S:1:pos:R:3:lowdin_charge:R:1
C 2.39 2.96 -3.30 -0.032
C 1.98 2.35 -2.00 -0.150
C 0.71 2.39 -1.51 -0.134
C -0.35 3.14 -2.25 -0.008
C 0.40 1.72 -0.26 -0.025
C -0.89 1.56 0.31 -0.196
O -1.96 2.03 -0.41 -0.077
C -3.21 1.41 -0.19 -0.071
C -3.15 -0.11 -0.38 -0.466
O -3.88 -0.87 0.20 0.105
N -2.22 -0.49 -1.28 0.142
C -1.84 -1.87 -1.48 -0.191
C -0.37 -1.94 -1.93 -0.109
C -0.12 -1.39 -3.34 -0.423
C -0.64 -2.35 -4.41 -0.065
C 1.37 -1.14 -3.53 -0.058
C -1.98 -2.65 -0.17 -0.508
O -2.48 -3.73 -0.08 0.135
O -1.38 -2.01 0.84 0.112
C -1.04 0.91 1.51 0.075
C 0.05 0.38 2.20 -0.202
C 1.33 0.50 1.67 -0.068
C 1.48 1.15 0.44 -0.126
O 2.74 1.18 -0.04 0.136
C 3.05 1.71 -1.25 -0.420
O 4.20 1.62 -1.62 0.111
C 2.52 -0.05 2.40 -0.107
C 2.15 -0.24 3.87 -0.110
C 0.82 -0.98 4.01 -0.536
C 0.88 -2.38 3.39 -0.003
C 0.40 -1.07 5.48 -0.011
O -0.23 -0.23 3.37 0.027
H 3.43 2.68 -3.50 0.079
H 1.77 2.60 -4.12 0.086
H 2.32 4.04 -3.27 0.090
H -1.00 2.46 -2.80 0.093
H -0.98 3.70 -1.55 0.092
H 0.09 3.83 -2.96 0.076
H -3.63 1.64 0.79 0.136
H -3.88 1.85 -0.95 0.145
H -1.63 0.22 -1.69 0.126
H -2.50 -2.34 -2.21 0.157
H -0.05 -2.98 -1.89 0.139
H 0.22 -1.38 -1.20 0.122
H -0.65 -0.43 -3.45 0.125
H -0.46 -1.94 -5.40 0.079
H -0.13 -3.31 -4.33 0.086
H -1.71 -2.52 -4.30 0.072
H 1.57 -0.75 -4.53 0.082
H 1.93 -2.07 -3.41 0.088
H 1.75 -0.42 -2.81 0.064
H -1.53 -2.48 1.67 0.135
H -2.01 0.77 1.95 0.134
H 2.84 -0.99 1.95 0.127
H 3.35 0.65 2.31 0.127
H 2.05 0.73 4.35 0.133
H 2.93 -0.80 4.39 0.128
H 0.95 -2.32 2.31 0.081
H 1.74 -2.92 3.77 0.096
H -0.02 -2.94 3.65 0.088
H 1.11 -1.70 6.02 0.091
H 0.38 -0.08 5.93 0.089
H -0.59 -1.50 5.56 0.089
```

Summary:
- relative energy (zero: lowest compared OMol25 entry of this formula, charge and spin) (kJ/mol) = 15.60
- molar mass (g/mol) = 445.5
- structure (SMILES) = Cc1c(C)c2c(OCC(=O)N[C@@H](CC(C)C)C(=O)O)cc3c(c2oc1=O)CCC(C)(C)O3
- total charge = 0
- spin multiplicity = 1
- LUMO energy (eV) = 0.29

***

Record 5
The following is a quantum chemistry calculation of a molecular structure, C24H32AuCl2N3O3, from OMol25.

The geometry in XYZ format:
```
65
Properties=species:S:1:pos:R:3:lowdin_charge:R:1
O -0.01 2.08 -1.63 -0.198
C -0.88 1.70 -2.43 -0.314
C -0.66 2.07 -3.83 -0.164
C 0.47 2.86 -4.19 -0.010
H 1.11 3.19 -3.38 0.113
C 0.75 3.16 -5.53 -0.074
H 1.64 3.72 -5.77 0.103
C -0.11 2.72 -6.55 -0.086
H 0.09 2.98 -7.58 0.102
C -1.22 1.93 -6.22 -0.087
H -1.86 1.53 -7.03 0.109
C -1.49 1.61 -4.89 -0.028
H -2.33 0.96 -4.64 0.118
H -1.85 0.85 -2.18 0.081
C -3.10 2.82 -1.44 -0.086
C -2.76 1.37 -1.43 -0.161
H -3.73 3.01 -0.56 0.080
H -3.65 3.21 -2.32 0.084
H -2.20 3.44 -1.31 0.093
C -2.88 0.61 -0.32 -0.156
C -3.94 0.55 0.74 -0.085
H -2.06 -0.10 -0.15 0.012
H -4.93 0.84 0.39 0.078
H -3.71 1.12 1.65 0.077
H -4.00 -0.49 1.07 0.077
Au 1.42 1.12 -0.21 0.583
Cl 2.73 2.99 0.24 -0.116
Cl 0.00 -0.76 -0.98 0.261
H 3.87 -0.72 -2.67 0.099
H 5.61 0.30 -1.19 0.092
C 3.16 -0.39 -1.90 -0.109
C 4.92 0.35 -0.33 -0.084
N 3.76 -0.49 -0.58 -0.232
H 2.25 -0.99 -1.92 0.009
C 3.38 -1.44 0.32 -0.335
O 2.47 -2.25 0.17 -0.051
H 5.44 -0.02 0.56 0.085
H 4.01 -1.40 1.24 0.136
H 2.88 0.66 -2.06 0.061
H 4.62 1.39 -0.18 0.000
H -1.29 -5.56 1.90 0.091
H 0.32 -5.15 -0.23 0.091
C -1.75 -4.60 1.63 -0.059
C -0.37 -4.31 -0.38 -0.065
N -0.82 -3.78 0.89 -0.191
H -2.03 -4.07 2.54 0.078
C -0.39 -2.61 1.42 -0.385
O -0.92 -2.01 2.35 -0.035
H 0.15 -3.52 -0.93 0.045
H 0.50 -2.21 0.91 0.030
H -2.65 -4.79 1.02 0.089
H -1.23 -4.66 -0.96 0.090
N 0.66 0.67 1.77 0.108
C 0.28 0.54 2.87 -0.086
C 0.18 0.29 4.26 -0.222
C -1.02 0.32 4.99 -0.010
C -0.98 0.05 6.37 -0.063
C 0.24 -0.24 6.99 -0.070
C 1.43 -0.25 6.26 -0.067
C 1.40 0.03 4.89 -0.019
H -1.96 0.55 4.48 0.121
H -1.91 0.07 6.95 0.109
H 0.28 -0.46 8.06 0.107
H 2.39 -0.44 6.73 0.110
H 2.30 0.05 4.28 0.126
```

Summary:
- relative energy (zero: lowest compared OMol25 entry of this formula, charge and spin) (kJ/mol) = 302.18
- molar mass (g/mol) = 678.4
- total charge = 0
- spin multiplicity = 3
- LUMO energy (alpha / beta) (eV) = -0.11 / -1.88
- ⟨S²⟩ = 2.014

***

Record 6
The following is a quantum chemistry calculation of a molecular structure, C24H32BaClN2O10, from OMol25.

The geometry in XYZ format:
```
70
Properties=species:S:1:pos:R:3:lowdin_charge:R:1
Ba 0.14 0.26 0.16 2.267
C -0.62 3.66 2.07 -0.159
C -0.32 3.99 0.63 -0.156
O -0.55 2.89 -0.25 -0.276
C -1.82 2.81 -0.91 -0.153
C -2.87 2.10 -0.07 -0.155
O -2.36 0.79 0.19 -0.322
C -3.08 -0.02 1.13 -0.137
C -2.40 0.02 2.49 -0.149
O -1.04 -0.40 2.27 -0.358
C -0.34 -0.99 3.38 -0.149
C 0.78 -1.82 2.79 -0.155
O 1.69 -1.02 2.01 -0.267
C 2.76 -0.43 2.73 -0.169
C 3.42 0.57 1.81 -0.159
O 2.56 1.64 1.42 -0.217
C 2.48 2.74 2.31 -0.161
C 1.27 2.69 3.23 -0.161
O 0.03 2.49 2.56 -0.164
H -1.68 3.49 2.21 0.117
H -0.35 4.53 2.68 0.139
H 0.72 4.27 0.50 0.122
H -0.93 4.84 0.33 0.140
H -1.66 2.23 -1.82 0.135
H -2.18 3.81 -1.18 0.139
H -3.81 2.05 -0.62 0.145
H -3.05 2.63 0.87 0.123
H -3.04 -1.04 0.76 0.136
H -4.12 0.29 1.21 0.143
H -2.91 -0.67 3.16 0.141
H -2.41 1.02 2.92 0.132
H -1.00 -1.65 3.94 0.141
H 0.02 -0.20 4.05 0.129
H 0.35 -2.54 2.10 0.126
H 1.32 -2.36 3.58 0.142
H 3.48 -1.19 3.03 0.144
H 2.39 0.06 3.64 0.121
H 3.70 0.06 0.89 0.130
H 4.33 0.96 2.28 0.137
H 2.43 3.64 1.69 0.123
H 3.38 2.82 2.92 0.139
H 1.25 3.61 3.82 0.137
H 1.37 1.86 3.92 0.113
O -0.48 -2.00 -0.22 -0.257
C -0.88 -1.72 -1.39 -0.662
O -0.74 -0.58 -1.92 -0.239
C -1.57 -2.79 -2.19 -0.127
C -2.04 -3.94 -1.55 0.005
C -2.69 -4.92 -2.28 0.016
C -2.84 -4.73 -3.63 -0.132
C -2.38 -3.61 -4.29 0.017
C -1.74 -2.63 -3.55 0.009
N -3.53 -5.78 -4.43 -0.347
O -4.04 -6.69 -3.82 0.086
O -3.69 -5.56 -5.62 0.085
H -1.87 -4.06 -0.49 0.120
H -3.07 -5.82 -1.81 0.123
H -2.52 -3.52 -5.36 0.123
H -1.38 -1.73 -4.03 0.123
Cl 3.66 -1.85 -4.49 0.714
C 3.48 -0.50 -3.43 -0.644
C 4.37 0.56 -3.47 -0.070
C 4.17 1.62 -2.60 -0.040
C 3.10 1.57 -1.73 -0.144
N 2.24 0.54 -1.68 -0.044
C 2.43 -0.47 -2.53 -0.156
H 5.20 0.55 -4.17 0.119
H 4.84 2.47 -2.60 0.114
H 2.92 2.38 -1.03 0.105
H 1.72 -1.28 -2.52 0.107
```

Summary:
- relative energy (zero: lowest compared OMol25 entry of this formula, charge and spin) (kJ/mol) = 74.51
- molar mass (g/mol) = 681.3
- total charge = +1
- spin multiplicity = 1
- LUMO energy (eV) = -2.16

***

Record 7
The following is a quantum chemistry calculation of a molecular structure, C24H32BaN8O2S3Se2, from OMol25.

The geometry in XYZ format:
```
72
Properties=species:S:1:pos:R:3:lowdin_charge:R:1
Ba 0.60 -0.27 0.40 1.594
C 4.23 -4.82 1.75 0.001
C 2.86 -4.95 1.20 -0.328
N 2.27 -6.05 0.88 0.119
N 1.05 -5.66 0.42 0.024
C 0.86 -4.34 0.43 -0.801
S -0.48 -3.47 -0.05 0.562
N 2.04 -3.87 0.94 -0.091
N 2.29 -2.53 1.15 0.013
H 4.66 -5.81 1.85 0.086
H 4.21 -4.33 2.73 0.088
H 4.85 -4.22 1.08 0.081
H 0.38 -6.34 0.10 0.150
H 2.25 -2.29 2.13 0.086
H 3.16 -2.19 0.70 0.052
C -2.11 4.18 -3.51 -0.414
Se -1.83 2.28 -3.17 0.884
C 0.12 2.26 -3.31 -0.578
C 0.81 3.28 -2.43 -0.566
Se 0.31 3.11 -0.54 0.825
C 2.06 3.55 0.18 -0.396
H -1.63 4.47 -4.44 0.027
H -1.74 4.77 -2.68 0.014
H -3.19 4.34 -3.60 0.016
H 0.38 2.43 -4.36 0.069
H 0.43 1.25 -3.05 0.028
H 0.60 4.29 -2.76 0.054
H 1.89 3.11 -2.47 0.052
H 2.33 4.57 -0.08 0.026
H 2.78 2.84 -0.22 -0.013
H 1.98 3.45 1.26 0.017
C -0.08 0.80 4.66 -0.005
C 0.40 0.51 3.26 -0.789
O 0.19 1.37 2.36 -0.266
O 0.95 -0.59 3.00 -0.221
H 0.20 1.82 4.94 0.079
H 0.33 0.09 5.38 0.074
H -1.17 0.75 4.68 0.081
S -6.19 0.32 -2.16 0.996
C -4.59 0.04 -1.43 -0.517
C -3.69 -0.82 -2.04 -0.083
C -2.44 -0.98 -1.48 -0.187
N -2.05 -0.37 -0.37 -0.105
C -2.92 0.47 0.21 -0.134
C -4.19 0.71 -0.28 -0.057
C -7.20 -0.07 -0.73 -0.529
C -7.39 -1.38 -0.34 -0.074
C -8.19 -1.63 0.76 -0.138
N -8.79 -0.68 1.47 0.062
C -8.61 0.58 1.08 -0.141
C -7.83 0.94 -0.01 -0.087
H -3.96 -1.36 -2.94 0.112
H -1.72 -1.66 -1.94 0.085
H -2.56 0.98 1.10 0.117
H -4.84 1.40 0.22 0.114
H -6.93 -2.20 -0.89 0.109
H -8.36 -2.65 1.09 0.108
H -9.11 1.34 1.66 0.107
H -7.71 1.98 -0.29 0.105
C 7.56 1.92 -0.61 -0.035
C 6.49 0.92 -0.29 -0.343
C 6.66 -0.05 0.70 -0.034
C 5.60 -0.90 0.91 -0.150
N 4.46 -0.83 0.22 0.001
C 4.37 0.14 -0.72 -0.871
S 2.92 0.29 -1.65 0.414
N 5.36 1.01 -0.98 0.084
H 8.53 1.59 -0.26 0.072
H 7.32 2.87 -0.13 0.084
H 7.59 2.10 -1.68 0.080
H 7.58 -0.13 1.27 0.101
H 5.65 -1.67 1.67 0.101
```

Summary:
- relative energy (zero: lowest compared OMol25 entry of this formula, charge and spin) (kJ/mol) = 19.52
- molar mass (g/mol) = 856.0
- total charge = 0
- spin multiplicity = 1
- LUMO energy (eV) = 0.01